1.
Entry from OMol25: a molecular structure, C36H56OP3SiTi (ωB97M-V/def2-TZVPD).

Each line ends with the Mulliken charge.
CARTESIAN COORDINATES (ANGSTROEM)
1 Ti 0.58 -1.06 -0.02  -0.486
2 P -0.12 -0.62 2.47  1.136
3 P 2.11 0.99 -0.79  0.580
4 P -1.30 -1.53 -1.81  1.000
5 Si -0.94 1.00 -0.02  1.106
6 O 2.11 -2.75 -0.18  -0.301
7 C 4.68 1.82 -1.93  -1.976
8 C -2.11 3.45 3.21  -1.000
9 C 1.58 3.15 -2.56  -0.862
10 C -0.63 0.09 -4.00  -1.845
11 C -2.48 -2.17 3.27  -1.702
12 C -3.78 1.47 -0.66  -0.437
13 C -2.71 -0.38 -1.74  -0.398
14 C -1.04 3.38 -1.71  -0.554
15 C -0.60 -1.36 -3.52  0.759
16 C -0.67 -3.21 1.83  -1.628
17 C -0.55 4.25 -2.67  -0.995
18 C -3.84 -0.57 -2.53  -0.611
19 C -1.83 2.63 4.30  -0.944
20 C 1.09 2.29 -1.58  0.346
21 C -0.97 0.95 2.82  -0.142
22 C -4.94 0.26 -2.38  -0.775
23 C -2.17 -3.18 -1.91  0.526
24 C 3.01 3.27 0.72  -1.691
25 C 2.69 1.78 0.78  2.285
26 C -2.64 0.67 -0.81  0.363
27 C -3.21 -3.34 -0.80  -1.292
28 C 1.88 0.02 4.29  -1.162
29 C -1.18 -4.34 -1.92  -1.362
30 C -1.83 3.00 1.93  -0.599
31 C -1.26 1.39 4.11  -0.534
32 C 0.92 -1.12 3.93  0.557
33 C -0.25 2.38 -1.15  0.810
34 C -1.27 1.74 1.70  0.549
35 C 3.85 0.99 1.39  -1.852
36 C 0.82 -1.90 -3.55  -1.300
37 C 0.76 4.13 -3.10  -1.050
38 C -1.41 -1.93 2.21  1.342
39 C 3.56 0.77 -1.94  0.881
40 C 4.19 -0.62 -1.80  -1.153
41 C -4.91 1.27 -1.43  -0.977
42 C 0.26 -1.68 5.19  -1.488
43 H -3.87 -1.37 -3.26  0.399
44 H -2.75 -3.40 0.18  -0.011
45 H 5.00 -0.73 -2.51  0.509
46 H 1.03 -2.08 5.85  0.493
47 H -2.70 -3.18 -2.87  0.590
48 H 2.53 -0.29 5.12  0.517
49 H -2.05 2.97 5.31  0.454
50 H -3.78 2.26 0.08  0.480
51 H 0.90 -2.94 -3.23  0.150
52 H -2.54 4.43 3.36  0.449
53 H 3.47 -1.41 -1.99  0.067
54 H 5.24 1.76 -2.87  0.424
55 H -0.71 -4.46 -2.89  0.339
56 H 4.34 2.84 -1.81  0.341
57 H 2.59 3.06 -2.92  0.293
58 H -0.09 -3.59 2.67  0.426
59 H 2.52 0.29 3.45  0.113
60 H -3.38 -2.57 2.80  0.331
61 H 0.05 -3.12 0.99  0.256
62 H -5.81 0.11 -3.00  0.423
63 H 3.19 3.64 1.74  0.486
64 H -2.08 3.46 -1.42  0.400
65 H -0.28 -0.92 5.75  0.247
66 H 5.40 1.62 -1.13  0.424
67 H -2.16 -2.90 4.02  0.458
68 H 3.03 -2.66 0.10  0.200
69 H 3.91 3.47 0.14  0.274
70 H -1.37 -3.99 1.53  0.534
71 H -0.38 -4.19 -1.17  0.103
72 H 1.34 0.91 4.60  0.247
73 H -1.92 -1.54 1.32  -0.646
74 H 1.82 1.66 1.44  -1.033
75 H -0.23 0.13 -5.02  0.569
76 H 1.47 -1.29 -2.90  -0.106
77 H 1.53 -1.93 3.50  0.465
78 H 1.15 4.79 -3.87  0.415
79 H -1.19 5.02 -3.09  0.447
80 H 3.07 0.80 -2.92  0.585
81 H -1.23 -1.96 -4.18  0.844
82 H 4.61 -0.77 -0.80  0.222
83 H -0.44 -2.49 4.97  0.285
84 H 4.76 1.09 0.80  0.330
85 H -1.68 -5.27 -1.67  0.441
86 H -5.78 1.90 -1.29  0.449
87 H 1.24 -1.82 -4.56  0.526
88 H -3.76 -4.28 -0.96  0.573
89 H -0.01 0.73 -3.38  0.344
90 H -2.76 -1.26 3.79  0.376
91 H 2.19 3.84 0.29  0.328
92 H -1.04 0.77 4.96  0.182
93 H -1.63 0.50 -4.01  0.292
94 H 3.62 -0.08 1.47  0.214
95 H 2.10 -3.44 -0.86  0.192
96 H 4.07 1.35 2.39  0.532
97 H -3.93 -2.53 -0.78  0.237
98 H -2.05 3.65 1.09  0.400

Values from the calculation:
* ΔE to the lowest compared entry with this formula, charge and spin: 0.00 kcal/mol
* HOMO (spin up / spin down): -9.654 / -9.470 eV
* DFT total energy: -99144.3564 eV
* net charge: +1
* max |F|: 0.4 eV Å⁻¹
* expectation value of S²: 2.01
* multiplicity: 3

---

2.
Entry from OMol25: a molecular structure, C36H57AsAuBrN2P (ωB97M-V/def2-TZVPD).

Each line ends with the Mulliken charge.
CARTESIAN COORDINATES (ANGSTROEM)
1 Au 1.16 -0.20 -0.61  1.631
2 Br -3.29 0.17 -6.93  0.138
3 As 1.90 -2.52 -0.29  0.009
4 P -0.73 -0.04 0.90  -2.224
5 N 0.63 1.33 -2.54  0.293
6 N 2.52 1.81 -0.58  0.411
7 C -0.41 2.77 1.15  -0.441
8 C -2.29 1.99 -0.31  -0.179
9 C -2.12 0.53 -5.57  -0.019
10 C 3.40 2.10 0.36  -0.239
11 C -1.43 1.66 0.93  0.980
12 C -0.66 1.05 4.49  -0.207
13 C -1.23 -0.48 -5.12  -0.586
14 C 1.16 -5.26 0.30  -1.406
15 C 4.13 3.29 0.38  -1.047
16 C -2.51 4.19 0.91  -1.083
17 C 0.65 0.71 5.21  -0.976
18 C -1.98 -1.25 0.35  1.156
19 C 1.25 -0.14 2.93  0.693
20 C 3.95 4.20 -0.64  -0.666
21 C -4.44 -1.90 0.36  -0.852
22 C -0.36 -0.20 -4.11  -0.185
23 C 1.47 -0.33 4.43  -1.124
24 C 0.60 -3.83 0.30  0.329
25 C 1.33 2.40 -2.58  -0.567
26 C -3.31 -1.18 1.13  -0.906
27 C -2.94 -2.60 -1.53  -0.965
28 C 3.42 -2.77 0.89  -0.812
29 C 2.33 2.71 -1.57  0.494
30 C -1.22 2.08 -3.97  0.165
31 C -2.11 1.81 -4.97  -0.805
32 C -2.25 -1.28 -1.16  -0.207
33 C -2.51 3.50 -0.45  -0.750
34 C 4.49 -1.69 0.87  -0.894
35 C -1.18 -0.14 3.69  -1.268
36 C 2.46 -3.14 -2.06  -0.636
37 C -0.19 -0.55 2.57  1.340
38 C -0.31 1.09 -3.54  -0.416
39 C 3.03 3.90 -1.64  -0.907
40 C -3.88 -3.09 -0.42  -0.725
41 C 3.30 -2.13 -2.83  -1.016
42 C -1.13 4.05 1.58  -0.893
43 H -0.52 1.91 3.82  -0.344
44 H 2.85 4.59 -2.46  0.516
45 H 4.51 5.13 -0.66  0.496
46 H -3.44 3.69 -0.98  0.622
47 H -2.09 1.64 1.81  1.196
48 H 4.80 -1.43 -0.14  0.208
49 H 3.84 -3.73 0.58  0.675
50 H -2.20 -3.37 -1.75  0.258
51 H 4.15 -0.78 1.37  0.048
52 H -1.31 -1.18 -1.73  -0.713
53 H -3.29 3.74 1.53  0.339
54 H 2.01 -5.36 0.97  0.349
55 H 3.55 -2.53 -3.81  0.406
56 H -4.69 -3.68 -0.84  0.506
57 H -3.51 -2.46 -2.46  0.507
58 H 4.24 -1.91 -2.32  0.290
59 H 4.83 3.47 1.18  0.517
60 H 1.24 1.62 5.32  0.374
61 H 1.54 -3.38 -2.59  0.484
62 H -1.49 -2.20 0.60  0.294
63 H -1.32 -1.00 4.36  0.657
64 H 3.53 1.37 1.15  0.408
65 H -3.18 -1.65 2.11  0.466
66 H 1.95 -0.74 2.34  -0.495
67 H -3.35 -3.75 0.27  0.282
68 H -2.80 2.56 -5.32  0.520
69 H 0.45 0.34 6.21  0.375
70 H 0.11 2.93 0.20  0.020
71 H 0.35 -0.95 -3.76  0.347
72 H 1.22 3.11 -3.40  0.627
73 H 2.77 -1.19 -2.98  0.078
74 H -0.20 -1.65 2.49  0.264
75 H 5.37 -2.04 1.41  0.408
76 H -1.71 3.95 -1.06  0.188
77 H -2.77 5.24 0.80  0.534
78 H -1.42 1.36 5.21  0.644
79 H -1.26 -1.45 -5.59  0.535
80 H -2.88 -0.44 -1.44  0.500
81 H 0.36 2.51 1.88  -0.062
82 H -5.20 -2.21 1.06  0.521
83 H -1.26 4.05 2.67  0.270
84 H -4.92 -1.20 -0.33  0.344
85 H 3.02 -2.92 1.90  0.560
86 H 1.44 0.90 2.67  -0.212
87 H 3.00 -4.07 -1.90  0.562
88 H -3.25 1.47 -0.24  0.345
89 H -2.18 0.07 3.29  0.435
90 H -0.27 -3.74 -0.36  -0.226
91 H -3.60 -0.14 1.31  0.174
92 H 0.28 -3.54 1.31  0.223
93 H 1.46 -5.57 -0.70  0.354
94 H -1.80 1.59 -1.20  -0.490
95 H 0.39 -5.95 0.64  0.426
96 H 2.53 -0.25 4.68  0.465
97 H 1.16 -1.34 4.71  0.371
98 H -1.22 3.05 -3.49  0.444
99 H -0.51 4.92 1.35  0.475

Values from the calculation:
* ΔE to the lowest compared entry with this formula, charge and spin: 0.00 kcal/mol
* HOMO (spin up / spin down): -16.017 / -17.435 eV
* DFT total energy: -185074.6358 eV
* net charge: +3
* max |F|: 0.5 eV Å⁻¹
* expectation value of S²: 2.02
* multiplicity: 3

---

3.
Entry from OMol25: a molecular structure, C36H57AsF6N5O8S4 (ωB97M-V/def2-TZVPD).

Each line ends with the Mulliken charge.
CARTESIAN COORDINATES (ANGSTROEM)
1 As 0.64 0.56 -0.02  2.474
2 S -5.77 1.16 -0.18  1.136
3 S 3.08 1.35 -5.75  1.090
4 S -2.72 -4.35 -1.00  1.040
5 S 1.98 4.50 3.52  1.013
6 F 1.13 -1.00 -0.61  -0.675
7 F 0.11 2.09 0.65  -0.359
8 F 2.13 1.23 -0.56  -0.580
9 F 1.33 0.07 1.52  -0.592
10 F -0.93 -0.11 0.36  -0.359
11 F -0.05 1.01 -1.54  -0.529
12 O -6.27 1.68 1.07  -0.675
13 O -2.29 -4.88 0.27  -0.580
14 O 3.66 0.80 -6.95  -0.664
15 O 3.16 2.75 -5.47  -0.653
16 O -4.11 -4.42 -1.36  -0.701
17 O -6.37 -0.02 -0.75  -0.681
18 O 0.85 4.80 2.68  -0.464
19 O 2.00 4.94 4.89  -0.708
20 N -1.48 2.51 3.11  0.548
21 N -0.57 4.62 -0.69  0.456
22 N 1.79 -4.66 -0.59  0.874
23 N -0.77 -2.64 3.08  0.646
24 N 2.73 -2.31 1.81  0.522
25 C -1.47 -3.65 3.65  -0.531
26 C 3.51 5.01 2.71  -0.773
27 C -0.88 6.76 -1.19  -0.668
28 C 4.22 -3.90 1.31  -0.565
29 C 1.89 -6.15 -2.20  -0.705
30 C 3.56 2.54 2.59  -0.270
31 C -2.01 1.26 3.25  -0.769
32 C -0.67 -2.32 5.24  -0.743
33 C 3.76 0.43 -4.34  -0.846
34 C 3.79 -2.63 1.01  -0.610
35 C -5.78 2.55 -1.35  -0.767
36 C -1.44 -3.49 5.01  -0.776
37 C 1.32 -0.02 -4.21  0.579
38 C -1.35 -3.85 -3.21  -1.062
39 C -3.38 2.20 -0.84  0.620
40 C 2.71 -0.61 -3.99  -0.245
41 C -3.58 2.80 3.74  -0.819
42 C -4.37 2.61 -1.92  -0.948
43 C -1.07 -2.66 -2.26  0.758
44 C -2.43 3.45 3.37  -0.549
45 C 2.56 -3.33 2.72  -0.216
46 C 4.45 3.79 2.78  -0.824
47 C 1.98 -4.80 -1.93  -0.709
48 C 1.48 -5.84 0.00  -0.507
49 C -3.33 1.40 3.56  -0.719
50 C 3.40 -4.35 2.38  -0.674
51 C -1.67 -5.02 -2.31  -0.056
52 C -0.85 5.85 -0.17  -0.546
53 C -0.54 4.70 -2.05  -0.379
54 C 1.39 0.71 -5.56  -0.958
55 C 1.45 -6.78 -1.01  -0.660
56 C -3.97 0.96 -0.15  0.061
57 C 2.41 2.75 3.55  -0.111
58 C -2.17 -2.64 -1.22  -0.534
59 C -0.24 -1.82 4.05  -0.554
60 C -0.64 6.02 -2.38  -0.658
61 H -0.71 -2.41 2.10  -0.020
62 H -3.05 -2.16 -1.66  0.192
63 H -2.19 4.49 3.32  0.444
64 H -2.13 -3.56 -3.91  0.420
65 H 3.83 1.17 -3.54  0.320
66 H 4.14 -1.92 0.28  0.428
67 H -6.04 3.39 -0.71  0.383
68 H -0.10 -2.80 -1.78  -0.431
69 H -4.55 3.24 3.93  0.410
70 H 2.06 -3.84 -0.06  -0.065
71 H -3.77 0.15 -0.85  -0.230
72 H 2.78 2.53 4.55  0.433
73 H -1.60 0.33 2.91  0.889
74 H -2.08 -5.91 -2.77  0.518
75 H -4.13 0.67 3.55  0.447
76 H -2.37 1.96 -1.17  -0.359
77 H 1.16 -7.80 -0.83  0.406
78 H 3.43 -5.29 2.91  0.492
79 H 0.33 -0.94 3.80  0.523
80 H -0.68 3.77 -0.16  -0.033
81 H 2.88 -0.87 -2.94  -0.046
82 H -6.58 2.48 -2.09  0.443
83 H 0.53 -0.75 -4.14  -0.059
84 H 1.74 -3.37 3.42  0.201
85 H -1.83 -4.13 5.77  0.439
86 H -0.40 -1.91 6.20  0.430
87 H 3.13 2.42 1.60  0.007
88 H 0.64 1.48 -5.74  0.472
89 H -2.06 -2.21 -0.23  0.111
90 H 3.35 5.17 1.64  0.330
91 H -1.04 7.82 -1.15  0.422
92 H 4.92 -4.49 0.75  0.411
93 H 4.79 0.12 -4.47  0.533
94 H -0.44 -3.99 -3.80  0.428
95 H 2.04 -6.65 -3.14  0.420
96 H -0.41 3.82 -2.66  0.493
97 H 5.10 3.92 1.91  0.377
98 H -2.00 -4.36 3.04  0.520
99 H -3.25 2.94 -0.04  0.016
100 H -0.92 -1.72 -2.79  0.115
101 H 2.79 -1.47 -4.67  0.378
102 H 3.82 5.98 3.09  0.462
103 H 1.27 0.03 -6.41  0.421
104 H -0.75 -5.25 -1.76  -0.279
105 H -3.64 0.75 0.86  0.171
106 H 1.56 2.11 3.35  -0.227
107 H 4.97 3.71 3.73  0.358
108 H 1.16 0.83 -3.54  -0.307
109 H 2.17 -1.47 1.77  0.100
110 H -0.57 2.68 2.73  -0.083
111 H 1.22 -5.91 1.04  0.454
112 H 2.12 -3.92 -2.53  0.564
113 H -4.29 1.93 -2.77  0.310
114 H -0.71 6.37 -3.40  0.366
115 H -0.93 5.97 0.90  0.439
116 H -4.19 3.60 -2.33  0.398
117 H 4.17 1.66 2.83  0.400

Values from the calculation:
* HOMO: -6.083 eV
* DFT total energy: -182576.5479 eV
* net charge: -1
* max |F|: 1.9 eV Å⁻¹
* multiplicity: 1